(1)
C14H15BeCl5N11 as an isolated structure at a distorted geometry, computed with ωB97M-V with the def2-TZVPD basis set.

Geometry (Å):
Be 0.90 0.65 0.52
N 1.56 1.79 3.17
C 2.40 0.99 2.51
N 3.62 0.61 2.97
N 4.17 -0.11 1.99
N 3.42 -0.23 0.97
N 2.25 0.48 1.26
C 0.42 3.65 1.21
N -0.23 4.14 0.32
N -1.11 4.40 -0.60
N -1.97 3.33 -0.74
N -1.85 1.73 1.79
H 1.37 3.93 1.67
Cl -1.89 -0.51 -2.86
C -2.46 0.50 -1.54
C -1.71 0.62 -0.43
C -2.28 1.35 0.70
Cl 0.04 1.74 2.00
C -3.03 3.53 -1.42
Cl -3.41 5.11 -2.09
C -4.00 2.46 -1.71
Cl -5.61 2.99 -2.03
C -3.73 1.14 -1.80
Cl -4.98 0.02 -2.27
C 2.17 -1.14 -1.99
C 1.00 -2.10 -1.83
N 0.37 -2.33 -0.53
C 0.76 -3.54 0.20
C 1.93 -3.33 1.15
C -0.36 -1.41 0.21
C -1.01 -1.60 1.35
N -0.38 -0.05 -0.40
H 2.42 -1.11 -3.05
H 3.04 -1.44 -1.42
H 1.95 -0.11 -1.70
H 1.34 -3.09 -2.14
H 0.22 -1.84 -2.55
H 1.00 -4.30 -0.55
H -0.11 -3.92 0.73
H 2.82 -3.01 0.61
H 2.16 -4.26 1.68
H 1.71 -2.56 1.89
H -0.97 -2.53 1.89
H -0.18 0.36 2.53
H -1.67 -0.83 1.71
H -0.11 -0.18 -1.37

Charge   -1
Energy relative to the best compared isomer or geometry (same formula, charge and spin)   2.561 eV
DFT total energy   -3460.09133 a.u.

(2)
C24H29Cl2NOPdS3 as an isolated structure at a distorted geometry, computed with ωB97M-V with the def2-TZVPD basis set.

Geometry (Å):
Pd -0.63 0.07 -0.10
C 0.85 -1.92 -0.90
C -0.20 -2.34 -0.02
C 0.15 -1.90 1.31
C 1.39 -1.20 1.23
C 1.81 -1.19 -0.13
C 3.10 -0.65 -0.60
C 2.19 -0.67 2.36
C -0.56 -2.28 2.56
C -1.29 -3.27 -0.40
C 1.05 -2.41 -2.29
H 3.11 -0.54 -1.68
H 3.90 -1.34 -0.32
H 3.33 0.30 -0.13
H 1.60 -0.61 3.27
H 2.60 0.31 2.12
H 3.04 -1.34 2.54
H -0.50 -1.48 3.30
H -0.06 -3.16 2.99
H -1.60 -2.54 2.39
H -2.00 -3.42 0.41
H -0.87 -4.24 -0.67
H -1.84 -2.90 -1.27
H 1.64 -1.71 -2.88
H 0.10 -2.61 -2.79
H 1.60 -3.35 -2.25
S -1.70 -0.13 -2.43
C -0.72 1.12 -2.91
N -0.95 1.95 -3.91
C 0.00 3.03 -4.13
C 1.29 2.63 -3.42
S 0.81 1.41 -2.13
H -1.81 1.93 -4.44
H -0.40 3.97 -3.73
H 0.17 3.16 -5.20
H 1.79 3.47 -2.93
H 1.99 2.12 -4.08
Cl -2.65 2.07 -0.18
C -3.88 0.89 0.28
Cl -3.04 -0.55 0.87
H -4.47 0.62 -0.59
H -4.49 1.30 1.08
C -0.77 2.26 10.71
C -0.33 2.02 9.33
O 0.44 1.24 8.88
S -1.30 3.15 8.18
C -0.81 2.81 6.54
C -1.75 3.16 5.55
C -1.50 2.86 4.24
C -0.28 2.26 3.87
C 0.69 2.00 4.86
C 0.42 2.25 6.18
C -0.12 1.84 2.54
C -0.05 1.35 1.42
H 0.02 1.97 11.41
H -1.64 1.63 10.91
H -1.06 3.30 10.88
H -2.68 3.63 5.83
H -2.23 3.07 3.47
H 1.66 1.59 4.57
H 1.16 2.02 6.93

2S+1   5
Charge   +2
⟨S²⟩   6.053
Energy relative to the best compared isomer or geometry (same formula, charge and spin)   0.623 eV
DFT total energy   -3304.07142 a.u.

(3)
One molecule with the formula C3H6O2S at a distorted geometry, computed with ωB97M-V with the def2-TZVPD basis set.

Geometry (Å):
C 1.12 0.30 0.87
C 0.51 0.10 -0.49
O 0.45 -1.29 -0.52
C -1.00 0.48 -0.48
O -1.57 1.54 -0.35
S -1.82 -0.95 0.21
H 2.06 0.12 0.31
H 0.90 1.34 1.18
H 0.69 -0.37 1.54
H 0.95 0.38 -1.42
H 0.51 -1.46 -1.67
H -2.81 -0.20 0.82

Energy relative to the best compared isomer or geometry (same formula, charge and spin)   3.197 eV
SMILES   C[C@@H](O)C(=O)S
DFT total energy   -666.47654 a.u.

(4)
A 4-piece molecular cluster, C28H76N14O5P3 overall at a distorted geometry, computed with ωB97M-V with the def2-TZVPD basis set.

Geometry (Å):
C 1.59 0.10 -1.89
C 2.67 -0.32 -1.25
N 3.87 -0.79 -0.46
C 3.88 0.00 0.81
C 2.87 -0.39 1.99
O 1.45 -0.33 1.67
C 3.29 -1.74 2.83
N 4.79 -1.84 3.03
C 4.04 -2.26 -0.39
C 2.49 -3.04 -0.29
C 2.20 -4.16 -1.54
O 2.54 -4.55 0.00
C 5.03 -0.20 -1.30
C 6.48 -0.81 -1.12
N 6.98 -1.12 0.24
N 7.44 0.27 -1.64
N 6.81 -1.99 -2.02
H 0.78 0.72 -2.45
H 3.61 1.10 0.51
H 4.93 0.11 1.31
H 3.01 0.45 2.80
H 1.02 -1.20 1.90
H 2.81 -2.70 2.42
H 2.85 -1.59 3.90
H 4.97 -1.11 3.76
H 4.97 -2.73 3.53
H 4.39 -2.75 -1.38
H 4.53 -2.70 0.55
H 1.54 -2.40 0.11
H 1.21 -4.77 -1.41
H 3.05 -4.86 -1.88
H 5.08 0.95 -1.11
H 4.71 -0.30 -2.42
H 7.03 -0.31 0.87
H 6.58 -1.96 0.67
H 6.97 0.77 -2.42
H 7.55 0.94 -0.84
H 6.57 -2.88 -1.55
H 7.82 -1.94 -2.22
O 1.99 7.05 -0.15
P 1.01 6.00 0.43
N 1.78 4.73 -0.42
C 1.18 3.59 -1.09
C 3.09 4.35 0.09
N -0.32 6.64 -0.45
C -0.44 6.42 -1.89
C -0.56 8.07 -0.18
N -0.11 4.83 1.15
C 0.38 4.05 2.27
C -1.46 4.49 0.74
H 0.88 2.80 -0.40
H 1.90 3.14 -1.79
H 0.33 3.85 -1.71
H 3.00 3.62 0.91
H 3.63 5.22 0.49
H 3.72 3.93 -0.70
H 0.51 6.56 -2.41
H -1.18 7.09 -2.34
H -0.83 5.42 -2.09
H 0.14 8.71 -0.73
H -0.44 8.28 0.89
H -1.58 8.35 -0.45
H 0.58 3.01 1.98
H -0.34 4.04 3.10
H 1.31 4.47 2.67
H -1.48 3.98 -0.22
H -2.10 5.37 0.69
H -1.94 3.82 1.46
O -1.81 -0.19 -3.43
P -3.19 -0.32 -4.11
N -2.57 -1.37 -5.32
C -2.86 -1.41 -6.73
C -2.24 -2.71 -4.84
N -3.18 1.32 -4.63
C -2.33 1.75 -5.73
C -3.02 2.27 -3.52
N -4.80 -0.48 -4.84
C -5.56 -1.68 -4.53
C -5.48 0.42 -5.75
H -3.82 -1.91 -6.95
H -2.09 -1.97 -7.27
H -2.88 -0.43 -7.20
H -3.12 -3.37 -4.88
H -1.88 -2.70 -3.81
H -1.44 -3.16 -5.45
H -1.32 1.33 -5.67
H -2.24 2.84 -5.77
H -2.78 1.48 -6.69
H -1.98 2.35 -3.20
H -3.62 1.96 -2.66
H -3.37 3.26 -3.81
H -5.59 -2.36 -5.39
H -6.59 -1.44 -4.23
H -5.11 -2.22 -3.69
H -5.00 0.44 -6.73
H -5.54 1.44 -5.36
H -6.52 0.12 -5.93
O -3.36 -1.14 5.93
P -2.61 -2.48 5.76
N -2.09 -2.05 4.18
C -1.99 -2.88 3.00
C -1.05 -1.02 4.14
N -4.07 -3.38 5.73
C -4.94 -3.36 4.56
C -4.90 -3.18 6.92
N -1.73 -4.01 5.62
C -0.29 -3.97 5.84
C -2.23 -5.32 5.27
H -1.11 -3.53 3.00
H -1.93 -2.26 2.10
H -2.87 -3.51 2.84
H -0.06 -1.47 4.24
H -1.18 -0.30 4.94
H -1.10 -0.46 3.20
H -5.07 -2.35 4.15
H -5.93 -3.77 4.78
H -4.55 -4.02 3.78
H -5.46 -2.24 6.87
H -4.28 -3.16 7.82
H -5.61 -4.01 7.05
H 0.26 -4.08 4.90
H 0.03 -4.77 6.53
H 0.01 -3.03 6.30
H -2.55 -5.37 4.23
H -3.06 -5.63 5.91
H -1.47 -6.10 5.39

Charge   +1
DFT total energy   -3278.32974 a.u.